C3H6N as an isolated structure in a non-equilibrium geometry, computed with wB97M-V/def2-TZVPD.

Each line ends with the Mulliken charge.
CARTESIAN COORDINATES (ANGSTROEM)
C: -0.084 0.949 -0.002  -0.354
C: 0.344 -0.976 -0.035  0.011
C: -1.080 -0.283 0.037  -0.452
N: 1.159 0.095 0.078  -0.122
H: 0.015 1.547 -0.921  0.295
H: -0.036 1.681 0.856  0.282
H: 0.592 -2.080 -0.034  0.363
H: -1.612 -0.629 -0.814  0.324
H: -1.493 -0.622 0.901  0.327
H: 2.196 0.318 -0.066  0.328

Computed properties:
Energy above the lowest of the compared OMol25 structures with the same formula, charge and spin (eV): 1.163
F_max (eV/A): 6.905
DFT total energy (Ha): -172.3159
Net charge: +1
E_LUMO (Eh): -0.20055